Entry from OMol25: a cluster of 2 separate species, C3H7NO3 in total (ωB97M-V/def2-TZVPD).

As for the total energy: -10849.58907 eV. The gap between HOMO and LUMO comes out at 5.4 eV. The energy relative to the best compared isomer or geometry (same formula, charge and spin) is 8.779 eV. As for the total charge: 0. The spin multiplicity is 1.

Element x y z (Å)
O (1.435, 0.081, -0.935)
C (0.651, 1.383, -1.388)
O (0.782, 2.449, -0.802)
H (0.630, 1.328, -2.478)
O (-1.255, -1.730, -0.177)
C (0.114, 0.175, -0.573)
C (0.024, 0.478, 0.924)
N (0.230, -0.811, 1.487)
H (-0.673, -0.510, -0.939)
H (0.873, 1.128, 1.161)
H (-0.902, 0.990, 1.197)
H (-0.244, -0.943, 2.372)
H (-1.651, -2.474, -0.649)
H (-0.014, -1.544, 0.799)

Results of the natural (NBO) charge analysis, in e, for atoms 1 through 4: -0.397, 0.420, -0.408, 0.184